(1)
Formula: C13H12BFNO8
Source: OMol25
Level of theory: wB97M-V/def2-TZVPD

```
36
Properties=species:S:1:pos:R:3:forces:R:3:nbo_charge:R:1
C 0.5929 0.7144 -3.1250 0.0 0.6 -0.4 -0.257
O -0.6100 0.2866 -3.7760 0.6 -0.4 0.6 -0.656
B -1.2696 -0.8014 -3.3428 -0.5 0.0 -0.6 1.127
O -2.2483 -1.3230 -4.1489 0.0 0.7 0.5 -0.867
C -0.9946 -1.5171 -1.9274 0.2 -0.1 0.3 -0.356
C -1.2445 -0.8663 -0.7405 -0.1 0.3 -0.7 0.113
N -1.0589 -1.4563 0.4571 -0.2 0.2 0.0 -0.470
C -0.6093 -2.7031 0.5468 0.1 -0.5 -0.1 0.661
F -0.4774 -3.1869 1.7527 0.0 0.1 0.0 -0.247
C -0.3110 -3.4367 -0.5798 -0.1 0.3 0.3 -0.277
C -0.5150 -2.8373 -1.8072 0.3 0.4 0.0 0.032
C -0.2332 -3.6690 -3.0174 0.1 0.1 -0.1 0.737
O -1.1083 -4.0116 -3.7370 -0.9 -0.4 -0.5 -0.495
O 1.0425 -4.0037 -3.1695 0.3 -0.2 0.6 -0.658
H 1.4295 0.0720 -3.3734 0.0 -0.3 0.1 0.193
H 0.8316 1.6979 -3.5106 -0.1 0.1 -0.1 0.215
H 0.4775 0.8197 -2.0517 -0.1 -0.2 0.2 0.166
H -3.1064 -1.2428 -3.7159 -0.2 -0.6 -0.3 0.504
H -1.5998 0.1514 -0.7396 0.0 0.2 0.4 0.263
H -1.2823 -0.9348 1.3011 0.1 0.1 0.0 0.472
H 0.0546 -4.4427 -0.4835 0.1 -0.2 0.1 0.277
H 1.0552 -4.7550 -3.7841 0.2 0.1 -0.3 0.519
C 1.2825 2.1794 1.7928 -0.2 -0.1 -0.1 -0.424
C 2.1658 2.6728 2.6788 0.1 -0.1 -0.3 0.368
C 1.7311 3.1892 4.0277 -0.4 0.1 0.3 0.466
O 2.5928 3.5985 4.7746 0.2 0.0 -0.1 -0.495
C 0.3120 3.1677 4.3475 0.1 0.0 0.1 -0.364
C -0.5616 2.6805 3.4582 -0.1 0.2 0.2 0.305
C -0.1197 2.1408 2.1273 0.4 0.1 -0.2 0.491
O -0.9829 1.6899 1.3783 -0.2 -0.4 0.0 -0.636
O -1.8714 2.6376 3.6855 0.1 -0.1 -0.1 -0.617
O 3.4583 2.7393 2.4411 -0.1 0.0 0.2 -0.603
H 1.5845 1.8067 0.8240 0.1 0.0 0.0 0.235
H 0.0059 3.5555 5.3086 0.0 0.0 0.0 0.259
H -2.2822 2.2560 2.8899 0.0 0.0 0.0 0.502
H 3.8697 3.1317 3.2383 0.0 0.0 0.0 0.517
```
Forces are in eV/Å.

Computed properties:
Energy ... -34934.9488 eV
Frontier orbital gap ... 7.572 eV
Charge ... +1
LUMO energy ... -4.74 eV

***

(2)
Formula: C13H12Cl2N
Source: OMol25
Level of theory: wB97M-V/def2-TZVPD

```
28
Properties=species:S:1:pos:R:3:forces:R:3:nbo_charge:R:1
Cl 5.4549 0.6987 -1.6550 0.2 0.0 0.1 0.069
C 3.7856 0.5514 -1.2883 -0.6 0.1 -0.8 -0.028
C 2.8688 0.6405 -2.3505 0.2 -0.2 -0.1 -0.190
C 1.5256 0.4837 -2.0765 0.3 0.0 0.0 -0.223
C 1.0764 0.2856 -0.7667 -0.7 -0.3 -0.2 -0.099
C -0.4351 0.0521 -0.6978 0.0 2.4 1.0 -0.058
C -1.2017 -0.0633 0.6214 0.1 -0.5 -1.1 -0.091
C -2.5687 0.1494 0.4333 -0.3 0.4 0.4 -0.199
C -3.4438 0.1741 1.5047 0.0 -0.3 0.1 -0.208
C -2.9244 -0.0330 2.7918 0.3 0.3 -0.9 -0.022
Cl -4.0195 0.0186 4.1105 0.1 0.0 0.2 0.071
C -1.5598 -0.2974 2.9710 -0.9 -0.2 0.0 -0.205
C -0.7101 -0.4330 1.8728 -0.8 0.3 0.1 -0.191
C 1.9813 0.2936 0.2957 0.3 -0.1 -0.9 -0.130
C 3.3476 0.3764 0.0124 0.0 0.1 -0.1 -0.223
H 3.1971 0.7829 -3.3856 0.0 0.0 0.5 0.247
H 0.8086 0.5206 -2.9102 0.4 0.2 0.3 0.193
H -0.9075 0.8192 -1.3088 0.2 1.3 0.9 0.212
H -2.9667 0.3056 -0.5821 0.1 0.2 0.5 0.199
H -4.5123 0.3283 1.3365 0.4 0.0 0.2 0.248
H -1.2392 -0.4329 3.9926 0.3 -0.3 0.0 0.247
H 0.2443 -0.9039 2.0169 0.4 0.4 0.0 0.232
H 1.6825 0.2364 1.3206 -0.2 -0.1 0.2 0.225
H 4.1043 0.2909 0.7794 -0.2 0.1 0.2 0.247
N -0.8317 -1.0093 -1.5941 -0.4 -2.8 -1.6 -0.667
H -0.4290 -1.8530 -1.1885 -0.2 -0.7 -0.6 0.442
H -0.4563 -0.8534 -2.5577 -0.1 -0.4 0.9 0.448
H -1.8710 -1.1289 -1.6979 1.1 0.2 0.5 0.452
```
Forces are in eV/Å.

Computed properties:
SMILES ... [NH3+]C(c1ccc(Cl)cc1)c1ccc(Cl)cc1
Energy above the lowest of the compared OMol25 structures with the same formula, charge and spin ... 0.000 eV
Energy ... -40203.6751 eV
Frontier orbital gap ... 9.011 eV
Charge ... +1
LUMO energy ... -3.51 eV

***

(3)
Formula: C13H12O2S2
Source: OMol25
Level of theory: wB97M-V/def2-TZVPD

```
29
Properties=species:S:1:pos:R:3:forces:R:3:nbo_charge:R:1
O -0.1807 -1.3025 2.0702 0.2 -0.3 -0.2 -0.514
O -0.4708 3.0264 1.0235 -1.2 0.3 -0.8 -0.526
S -2.6837 1.7113 -0.1646 -1.7 -0.5 -1.1 0.336
S -1.6358 -1.0127 -1.0594 -0.9 1.4 0.1 0.306
C 0.1646 -0.5406 1.1839 2.3 -1.6 2.1 0.535
C -0.3280 1.9931 1.6258 1.4 -0.8 -0.6 0.580
C -1.5630 0.4146 0.0353 1.4 1.2 0.6 -0.238
C -0.5906 0.6415 0.9592 -1.7 1.5 -1.0 -0.340
C 3.3078 -1.6183 -1.6836 -1.4 0.8 0.9 -0.201
C 2.8008 -2.5366 -0.7790 -0.8 0.5 1.7 -0.204
C 2.8258 -0.3022 -1.5356 0.0 1.6 -0.8 -0.212
C 1.9143 -2.1205 0.2628 -0.8 -0.4 -0.1 -0.163
C 1.8897 0.1829 -0.5915 0.4 -2.8 1.2 -0.180
C 1.3658 -0.8073 0.3461 1.6 -0.3 -2.0 -0.157
C 0.4372 2.0721 2.8975 1.3 0.8 1.3 -0.719
C -3.8989 0.4913 -0.8647 0.1 2.4 -3.0 -0.513
C -3.0664 -0.2821 -1.9462 -0.3 2.4 0.3 -0.533
H 3.9883 -1.8305 -2.4956 0.0 -0.2 0.1 0.226
H 2.9950 -3.5928 -0.7370 0.5 -0.2 -0.4 0.217
H 3.1667 0.4042 -2.3165 -0.1 -0.2 0.7 0.211
H 1.5463 -2.9295 0.9807 0.4 1.4 -1.1 0.238
H 1.6485 1.2345 -0.4284 -0.1 -0.3 -0.7 0.234
H 0.6687 3.1371 3.1818 -0.5 -0.9 -0.7 0.240
H 1.4380 1.5897 2.8537 -0.7 -0.2 -0.2 0.240
H -0.1009 1.6792 3.7415 -0.2 -0.6 0.3 0.239
H -4.8670 0.9765 -1.2795 1.9 -0.4 0.4 0.236
H -4.2289 -0.0992 -0.0955 -0.5 -1.8 1.9 0.209
H -2.8439 0.4173 -2.8260 0.3 -0.8 1.5 0.228
H -3.6989 -0.9969 -2.3591 -0.8 -1.9 -0.6 0.226
```
Forces are in eV/Å.

Computed properties:
SMILES ... CC(=O)C(C(=O)c1ccccc1)=C1SCCS1
Energy above the lowest of the compared OMol25 structures with the same formula, charge and spin ... 1.065 eV
Energy ... -39439.0190 eV
Frontier orbital gap ... 8.136 eV
Charge ... 0
LUMO energy ... -0.23 eV

***

(4)
Formula: C13H13BO9S
Source: OMol25
Level of theory: wB97M-V/def2-TZVPD

```
37
Properties=species:S:1:pos:R:3:forces:R:3:nbo_charge:R:1
C -0.5656 0.5393 -0.5387 0.1 -0.2 -0.2 -0.250
O -0.5219 -0.0047 -1.8653 0.0 -0.1 0.1 -0.701
B 0.5244 0.3127 -2.6467 0.3 0.5 -0.1 1.298
O 1.4108 1.3298 -2.3321 -0.1 -0.3 -0.2 -0.933
O 0.7098 -0.3247 -3.8990 -0.5 -0.7 0.6 -0.900
S 1.0736 -1.9004 -3.9832 0.1 0.4 -0.4 1.757
O 2.3583 -2.0713 -3.3368 0.3 -0.1 0.1 -0.968
O 0.0071 -2.4661 -2.9033 0.1 0.2 -0.3 -0.901
H 0.3359 0.2466 0.0018 0.0 0.1 0.1 0.159
H -0.6681 1.6213 -0.5410 0.1 -0.3 -0.2 0.217
H -1.4145 0.0966 -0.0269 -0.1 0.0 -0.1 0.191
H 2.0371 1.0820 -1.6508 0.2 0.2 0.2 0.501
H 0.3085 -3.3782 -2.7324 -0.4 -0.3 0.3 0.513
C -1.3555 6.5348 0.4202 0.0 0.0 0.0 -0.227
C -1.5771 5.2573 0.1241 0.0 0.0 0.0 -0.223
C -1.1437 4.1720 1.0365 0.0 -0.1 0.0 0.484
O -1.3443 3.0052 0.7643 -0.1 0.4 0.3 -0.513
C -0.4549 4.5599 2.2911 0.0 0.0 0.0 -0.225
C -0.2328 5.8369 2.5885 0.0 0.0 0.0 -0.226
C -0.6666 6.9266 1.6765 0.0 0.0 0.0 0.475
O -0.4664 8.0894 1.9477 0.0 0.0 0.0 -0.479
H -1.6618 7.3440 -0.2301 0.0 0.0 0.0 0.236
H -2.0771 4.9487 -0.7850 0.0 0.0 0.0 0.234
H -0.1488 3.7495 2.9403 0.0 0.0 0.0 0.231
H 0.2678 6.1440 3.4977 0.0 0.0 0.0 0.235
C 1.4789 -4.2828 1.3410 0.0 0.0 0.0 -0.210
C 1.1977 -4.2262 0.0425 0.0 0.0 0.0 -0.244
C 0.1366 -5.0784 -0.5472 0.1 0.1 0.1 0.496
O -0.1205 -5.0288 -1.7343 0.0 0.0 -0.1 -0.526
C -0.6009 -5.9926 0.3552 0.0 0.0 0.0 -0.226
C -0.3202 -6.0488 1.6538 0.0 0.0 0.0 -0.222
C 0.7420 -5.1975 2.2502 0.0 0.0 0.0 0.473
O 0.9961 -5.2476 3.4329 0.0 0.0 0.0 -0.477
H 2.2488 -3.6730 1.7959 0.0 0.0 0.0 0.234
H 1.7216 -3.5660 -0.6392 0.0 0.0 0.0 0.244
H -1.3702 -6.6015 -0.1019 0.0 0.0 0.0 0.235
H -0.8441 -6.7079 2.3338 0.0 0.0 0.0 0.236
```
Forces are in eV/Å.

Computed properties:
Energy above the lowest of the compared OMol25 structures with the same formula, charge and spin ... 0.000 eV
Energy ... -43631.2726 eV
Frontier orbital gap ... 8.235 eV
Charge ... 0
LUMO energy ... -1.81 eV